Record 1
{"formula": "C36H74O18", "method": "the ωB97M-V functional and the def2-TZVPD basis", "symbols": ["C", "O", "C", "C", "O", "C", "H", "H", "H", "H", "H", "H", "H", "H", "H", "H", "C", "O", "C", "C", "O", "C", "H", "H", "H", "H", "H", "H", "H", "H", "H", "H", "C", "O", "C", "C", "O", "C", "H", "H", "H", "H", "H", "H", "H", "H", "H", "H", "C", "O", "C", "C", "O", "C", "H", "H", "H", "H", "H", "H", "H", "H", "H", "H", "C", "O", "C", "C", "O", "C", "H", "H", "H", "H", "H", "H", "H", "H", "H", "H", "O", "C", "O", "C", "C", "C", "H", "H", "H", "H", "H", "H", "O", "C", "O", "C", "C", "C", "H", "H", "H", "H", "H", "H", "O", "C", "O", "C", "C", "C", "H", "H", "H", "H", "H", "H", "O", "C", "O", "C", "C", "C", "H", "H", "H", "H", "H", "H"], "positions_angstrom": [[-7.28, -1.14, 1.05], [-5.99, -1.62, 1.33], [-5.73, -1.69, 2.74], [-5.74, -0.37, 3.55], [-4.94, 0.68, 2.91], [-5.13, 1.97, 3.42], [-7.53, -0.13, 1.35], [-7.99, -1.76, 1.60], [-7.65, -1.22, 0.02], [-4.78, -2.21, 2.89], [-6.37, -2.39, 3.28], [-5.45, -0.57, 4.59], [-6.76, -0.02, 3.62], [-6.20, 2.19, 3.49], [-4.70, 2.60, 2.63], [-4.58, 2.23, 4.33], [-3.06, 0.32, -1.76], [-4.32, 0.39, -2.44], [-5.41, 1.08, -1.80], [-6.72, 0.41, -2.26], [-7.07, 0.61, -3.65], [-8.03, -0.28, -4.20], [-2.22, -0.03, -2.37], [-3.21, -0.54, -1.11], [-2.71, 1.27, -1.37], [-5.48, 2.16, -1.85], [-5.29, 0.91, -0.73], [-7.56, 0.69, -1.62], [-6.57, -0.62, -1.94], [-8.33, -1.08, -3.52], [-7.49, -0.77, -5.00], [-8.86, 0.28, -4.63], [-2.41, -0.37, 1.60], [-1.16, -0.59, 0.98], [-0.10, 0.28, 1.39], [1.25, -0.06, 0.69], [1.26, -0.24, -0.70], [0.72, 0.88, -1.44], [-2.32, -0.38, 2.68], [-3.14, -1.14, 1.32], [-2.85, 0.60, 1.37], [-0.02, 0.20, 2.48], [-0.44, 1.27, 1.09], [1.58, -0.98, 1.17], [2.04, 0.67, 0.87], [0.68, 0.77, -2.53], [1.33, 1.75, -1.19], [-0.29, 1.13, -1.10], [4.78, 2.19, 4.43], [3.48, 1.77, 4.77], [2.40, 2.53, 4.16], [2.27, 3.88, 4.93], [1.79, 3.69, 6.21], [1.70, 4.96, 6.96], [5.14, 3.09, 4.94], [4.79, 2.47, 3.38], [5.44, 1.35, 4.65], [1.59, 1.81, 4.26], [2.57, 2.77, 3.11], [1.47, 4.43, 4.43], [3.19, 4.47, 4.94], [0.94, 5.60, 6.50], [2.65, 5.49, 6.90], [1.44, 4.73, 7.99], [4.94, -0.54, -0.15], [5.77, -0.19, -1.27], [6.63, -1.23, -1.76], [7.42, -0.66, -2.98], [8.13, 0.55, -2.73], [9.23, 0.39, -1.86], [5.47, -0.97, 0.70], [4.23, -1.28, -0.51], [4.34, 0.29, 0.20], [5.95, -2.03, -2.04], [7.30, -1.56, -0.97], [6.65, -0.43, -3.72], [8.07, -1.33, -3.53], [9.82, -0.48, -2.15], [9.04, 0.25, -0.79], [9.82, 1.30, -1.95], [5.95, 4.28, -4.99], [5.14, 3.43, -4.67], [3.96, 3.23, -5.30], [3.17, 2.27, -4.60], [3.72, 2.24, -3.15], [5.12, 2.67, -3.33], [3.23, 1.26, -5.01], [2.10, 2.51, -4.56], [3.50, 1.28, -2.69], [3.18, 2.98, -2.56], [5.70, 1.76, -3.47], [5.48, 3.37, -2.58], [-1.43, -2.31, -4.40], [-1.47, -1.17, -4.76], [-0.57, -0.26, -4.51], [-1.04, 1.02, -5.02], [-2.19, 0.70, -6.01], [-2.69, -0.60, -5.54], [-0.25, 1.69, -5.35], [-1.55, 1.57, -4.23], [-1.87, 0.68, -7.05], [-3.04, 1.38, -5.94], [-2.83, -1.28, -6.38], [-3.67, -0.54, -5.06], [-2.56, -5.74, -0.35], [-1.61, -5.00, -0.49], [-0.52, -5.44, -1.08], [0.52, -4.43, -1.24], [-0.07, -3.19, -0.66], [-1.32, -3.65, 0.03], [0.85, -4.33, -2.27], [1.40, -4.66, -0.65], [-0.19, -2.46, -1.45], [0.58, -2.75, 0.10], [-2.19, -3.02, -0.12], [-1.10, -3.80, 1.09], [1.91, -2.41, 6.60], [1.45, -2.73, 5.49], [0.93, -3.96, 5.34], [0.47, -4.15, 3.98], [1.19, -3.05, 3.24], [1.39, -1.91, 4.20], [-0.60, -4.02, 3.84], [0.77, -5.12, 3.60], [0.60, -2.72, 2.39], [2.16, -3.40, 2.89], [0.53, -1.23, 4.28], [2.38, -1.46, 4.11]], "lowdin_charge": [-0.1261, -0.1626, -0.1832, -0.1528, -0.2168, -0.1200, 0.0867, 0.0881, 0.0747, 0.1147, 0.1207, 0.1244, 0.1047, 0.0866, 0.0861, 0.0870, -0.0733, -0.1903, -0.1743, -0.1932, -0.1819, -0.1014, 0.0661, 0.0906, 0.0917, 0.1208, 0.1110, 0.1152, 0.1079, 0.0847, 0.0819, 0.0838, -0.1117, -0.2064, -0.1673, -0.2025, -0.1859, -0.0517, 0.0861, 0.0767, 0.0789, 0.1043, 0.1144, 0.1022, 0.1115, 0.0785, 0.0826, 0.0663, -0.1212, -0.1995, -0.1485, -0.2477, -0.1844, -0.0567, 0.0782, 0.0797, 0.0912, 0.1177, 0.1090, 0.1183, 0.1175, 0.0803, 0.0803, 0.0874, -0.0977, -0.2073, -0.1690, -0.1835, -0.1827, -0.1154, 0.0866, 0.0808, 0.0743, 0.1215, 0.1140, 0.1117, 0.1225, 0.0860, 0.0821, 0.0918, 0.1012, -0.4331, 0.0336, -0.1497, -0.1775, -0.0800, 0.1241, 0.1087, 0.1075, 0.1104, 0.1108, 0.1365, 0.1244, -0.5288, 0.0328, -0.1209, -0.1678, -0.0836, 0.1170, 0.1137, 0.1178, 0.1204, 0.1258, 0.1250, 0.1120, -0.5186, 0.0521, -0.1225, -0.1675, -0.0740, 0.1298, 0.1205, 0.1172, 0.0862, 0.1259, 0.1221, 0.0778, -0.4451, 0.0377, -0.1408, -0.1905, -0.0635, 0.1255, 0.1316, 0.0851, 0.1296, 0.1242, 0.1320], "e_tot_ev": -75378.2144, "smiles": "O=C1CCCO1.O=C1CCCO1.O=C1CCCO1.O=C1CCCO1.COCCOC.COCCOC.COCCOC.COCCOC.COCCOC", "total_charge": 0, "relative_energy_kcal_mol": 29.13}


Record 2
{"formula": "C50H47BIrN10O5", "method": "the ωB97M-V functional and the def2-TZVPD basis", "symbols": ["Ir", "O", "C", "C", "C", "C", "C", "C", "C", "C", "C", "O", "C", "C", "C", "C", "C", "C", "C", "C", "C", "C", "C", "C", "N", "C", "C", "C", "C", "C", "C", "C", "C", "C", "C", "C", "C", "H", "H", "H", "H", "H", "H", "H", "H", "H", "H", "H", "H", "H", "H", "H", "H", "H", "H", "H", "H", "H", "H", "H", "H", "H", "H", "H", "N", "C", "N", "C", "N", "N", "C", "N", "C", "C", "C", "C", "C", "N", "H", "H", "H", "H", "H", "H", "H", "H", "O", "N", "C", "C", "N", "C", "N", "C", "C", "C", "O", "B", "O", "C", "C", "C", "H", "H", "H", "H", "H", "H", "H", "H", "H", "H", "H", "H"], "positions_angstrom": [[-0.02, 0.59, -0.07], [-0.21, 2.92, 1.46], [-0.13, 2.81, 2.87], [0.54, 1.43, 3.07], [1.82, 1.14, 2.30], [3.01, 1.12, 3.02], [4.19, 0.81, 2.39], [4.17, 0.52, 1.05], [2.96, 0.52, 0.35], [2.98, 0.32, -1.15], [2.47, -0.98, -1.85], [1.05, -0.95, -1.69], [2.97, -2.35, -1.37], [2.69, -3.45, -2.18], [3.04, -4.73, -1.80], [3.69, -4.95, -0.59], [3.99, -3.87, 0.22], [3.62, -2.58, -0.17], [2.83, -0.76, -3.32], [1.98, -0.01, -4.13], [2.34, 0.31, -5.43], [3.57, -0.12, -5.93], [4.42, -0.86, -5.13], [4.05, -1.17, -3.83], [1.80, 0.84, 0.98], [-1.52, 2.80, 3.46], [-1.81, 2.27, 4.71], [-3.09, 2.32, 5.23], [-4.11, 2.91, 4.49], [-3.84, 3.44, 3.24], [-2.55, 3.39, 2.73], [0.75, 3.96, 3.36], [0.46, 4.68, 4.52], [1.28, 5.74, 4.91], [2.38, 6.09, 4.14], [2.66, 5.38, 2.98], [1.85, 4.33, 2.59], [-0.19, 0.67, 2.78], [0.76, 1.32, 4.13], [2.99, 1.38, 4.07], [5.13, 0.81, 2.94], [5.08, 0.29, 0.51], [4.00, 0.48, -1.50], [2.34, 1.10, -1.58], [2.19, -3.30, -3.13], [2.80, -5.57, -2.45], [3.98, -5.95, -0.29], [4.50, -4.02, 1.16], [3.86, -1.76, 0.50], [1.04, 0.35, -3.73], [1.68, 0.89, -6.05], [3.86, 0.14, -6.95], [5.38, -1.19, -5.52], [4.73, -1.76, -3.21], [-1.02, 1.81, 5.30], [-3.30, 1.91, 6.21], [-5.11, 2.95, 4.88], [-4.63, 3.88, 2.64], [-3.07, 4.10, 0.84], [-0.41, 4.43, 5.12], [1.04, 6.29, 5.81], [3.00, 6.92, 4.44], [3.51, 5.66, 2.37], [2.06, 3.80, 1.67], [0.94, -2.03, 1.79], [-0.40, -1.83, 1.88], [-1.08, -2.57, 2.74], [-2.40, -2.29, 2.79], [-3.10, -2.95, 3.74], [-3.06, -1.45, 2.01], [-2.30, -0.76, 1.14], [-0.93, -0.87, 1.11], [-2.84, 0.07, 0.15], [-4.27, 0.35, 0.10], [-4.79, 1.21, -0.79], [-3.90, 1.95, -1.73], [-2.42, 1.50, -1.76], [-1.96, 0.55, -0.75], [1.27, -2.89, 2.19], [1.37, -1.76, 0.91], [-2.66, -3.73, 4.19], [-4.11, -2.94, 3.67], [-4.88, -0.17, 0.82], [-5.85, 1.41, -0.81], [-4.35, 2.07, -2.71], [-1.99, 1.24, -2.72], [0.30, 1.91, -1.72], [0.25, 2.96, -0.95], [-1.03, 3.37, -0.57], [-2.22, 2.91, -1.25], [-3.44, 3.29, -1.18], [-1.16, 3.54, 0.79], [-2.28, 3.93, 1.46], [-3.09, -1.76, -3.39], [-1.74, -2.45, -3.42], [-1.51, -3.07, -4.79], [-0.72, -1.43, -3.26], [0.06, -1.76, -2.19], [-0.29, -2.93, -1.58], [-1.49, -3.45, -2.21], [-1.20, -4.88, -2.61], [-2.59, -3.43, -1.16], [-3.11, -1.01, -4.18], [-3.27, -1.26, -2.44], [-3.89, -2.48, -3.58], [-1.66, -2.30, -5.55], [-2.22, -3.88, -4.98], [-0.50, -3.46, -4.89], [-0.37, -4.94, -3.32], [-2.08, -5.35, -3.06], [-0.93, -5.44, -1.72], [-2.70, -2.44, -0.72], [-2.32, -4.12, -0.36], [-3.54, -3.74, -1.58]], "lowdin_charge": [1.1704, -0.0070, -0.3016, -0.0297, -0.2280, -0.0150, -0.0391, -0.0388, -0.2325, -0.0201, -0.3082, 0.0441, -0.1294, -0.0252, -0.0568, -0.0818, -0.0736, -0.0267, -0.1546, 0.0027, -0.0588, -0.0899, -0.0773, -0.0319, 0.0235, -0.0959, -0.0331, -0.0761, -0.0755, -0.0046, -0.1476, -0.1158, -0.0128, -0.0754, -0.0879, -0.0669, -0.0127, 0.1048, 0.1235, 0.1219, 0.1140, 0.1220, 0.1345, 0.1123, 0.1319, 0.1072, 0.1023, 0.1040, 0.0866, 0.1132, 0.1064, 0.0999, 0.1012, 0.1213, 0.1188, 0.1027, 0.1052, 0.1192, 0.1297, 0.1107, 0.1027, 0.1014, 0.1055, 0.1210, 0.1876, -0.4519, 0.1635, -0.4691, 0.1436, 0.1722, -0.3130, -0.0001, -0.2664, -0.0307, -0.0484, -0.2413, -0.1939, -0.0349, 0.1054, 0.0634, 0.0908, 0.0943, 0.1009, 0.0970, 0.1321, 0.1379, -0.2714, 0.0181, -0.1809, -0.2244, 0.1637, -0.2616, 0.1957, -0.0015, -0.4253, -0.0096, 0.1656, -0.8595, 0.1652, -0.4265, -0.0106, 0.0048, 0.0973, 0.0744, 0.0977, 0.0949, 0.0931, 0.0900, 0.0818, 0.0952, 0.0943, 0.0708, 0.0980, 0.0972], "e_tot_ev": -81268.4754, "s_squared": 0.770, "total_charge": 0, "spin_multiplicity": 2}


Record 3
{"formula": "H30NO18", "method": "the ωB97M-V functional and the def2-TZVPD basis", "symbols": ["N", "O", "O", "O", "O", "H", "H", "O", "H", "H", "O", "H", "H", "O", "H", "H", "O", "H", "H", "O", "H", "H", "O", "H", "H", "O", "H", "H", "O", "H", "H", "O", "H", "H", "O", "H", "H", "O", "H", "H", "O", "H", "H", "O", "H", "H", "O", "H", "H"], "positions_angstrom": [[-25.19, -7.97, -8.29], [-26.31, -7.46, -8.00], [-24.97, -9.11, -7.88], [-24.18, -7.22, -8.48], [-21.98, -4.75, -8.88], [-22.12, -4.78, -7.95], [-22.75, -5.21, -9.28], [-21.86, -7.34, -7.18], [-22.08, -7.76, -6.36], [-22.70, -7.34, -7.69], [-28.17, -7.50, -6.10], [-28.19, -8.12, -5.35], [-27.35, -7.76, -6.53], [-28.80, -7.79, -9.41], [-27.94, -7.51, -9.77], [-29.53, -7.49, -9.94], [-24.79, -6.05, -5.53], [-24.90, -6.99, -5.42], [-24.26, -5.79, -4.79], [-25.01, -8.79, -5.05], [-24.92, -8.52, -4.13], [-24.21, -9.15, -5.38], [-22.80, -10.16, -8.84], [-23.54, -9.82, -8.35], [-23.05, -10.14, -9.77], [-26.44, -9.45, -10.83], [-25.87, -8.71, -10.84], [-26.00, -9.99, -11.51], [-25.49, -11.46, -9.23], [-25.61, -10.58, -9.52], [-24.78, -11.75, -9.78], [-24.32, -4.52, -10.48], [-24.79, -4.80, -9.69], [-24.56, -3.62, -10.58], [-22.84, -10.37, -5.67], [-22.88, -10.65, -4.74], [-23.44, -10.89, -6.16], [-27.34, -10.51, -6.99], [-26.61, -9.96, -7.28], [-27.91, -9.95, -6.46], [-27.61, -5.06, -8.44], [-27.10, -5.86, -8.63], [-27.69, -4.55, -9.27], [-24.75, -12.14, -6.74], [-25.39, -12.02, -6.03], [-25.12, -11.76, -7.52], [-24.99, -4.49, -7.80], [-25.71, -3.94, -7.56], [-25.00, -5.23, -7.17]], "nbo_charge": [0.7093, -0.5458, -0.5338, -0.5208, -0.9639, 0.4692, 0.4907, -0.9664, 0.4512, 0.4875, -0.9362, 0.4391, 0.4861, -0.9290, 0.4709, 0.4593, -0.9652, 0.4921, 0.4639, -0.9693, 0.4647, 0.5044, -0.9595, 0.4823, 0.4385, -0.9149, 0.4667, 0.4654, -0.9435, 0.4896, 0.4605, -0.9734, 0.5043, 0.4579, -0.9625, 0.4607, 0.5079, -0.9722, 0.4883, 0.4643, -0.9602, 0.4944, 0.4504, -0.9853, 0.4772, 0.5072, -0.9874, 0.4734, 0.5120], "e_tot_ev": -38831.2103, "total_charge": -1, "relative_energy_kcal_mol": 24.10}